C27H45As2N8O2PSTi | ωB97M-V/def2-TZVPD

Element x y z (Å)
Ti: 0.6915 0.3541 -1.6760
N: 3.4724 3.8893 -1.1772
C: 2.7302 2.7549 -1.4747
S: 1.1141 2.6023 -0.7783
N: 3.2011 1.8694 -2.2690
N: 2.2111 0.9644 -2.6151
C: 2.3408 -0.3806 -2.8507
C: 3.2272 -1.1736 -1.9623
C: 4.4023 -1.8123 -2.3226
C: 5.1541 -2.4950 -1.3715
C: 4.7268 -2.5227 -0.0503
C: 3.5463 -1.8952 0.3271
C: 2.7829 -1.2384 -0.6339
O: 1.5874 -0.6864 -0.3550
H: 3.3409 4.2268 -0.2366
H: 4.4451 3.7867 -1.4293
H: 2.2405 -0.7209 -3.8876
H: 4.7389 -1.7669 -3.3524
H: 6.0720 -2.9923 -1.6569
H: 5.3144 -3.0465 0.6939
H: 3.1877 -1.9467 1.3463
C: -3.2916 0.2449 -2.5201
As: -2.0939 0.3525 -0.9679
C: -3.2217 1.5126 0.1088
C: -2.5032 -1.4036 -0.2281
C: -3.5139 -1.5898 0.7118
C: -3.7859 -2.8514 1.2176
C: -3.0518 -3.9454 0.7831
C: -2.0485 -3.7692 -0.1560
C: -1.7650 -2.5043 -0.6663
As: -0.3455 -2.2246 -1.9806
C: -1.1744 -3.1287 -3.5105
C: 0.9029 -3.6280 -1.4878
H: -4.3092 0.0282 -2.1957
H: -2.9571 -0.5447 -3.1919
H: -3.2692 1.1930 -3.0577
H: -4.2668 1.2137 0.0323
H: -3.1186 2.5255 -0.2788
H: -2.8838 1.4809 1.1416
H: -4.0887 -0.7454 1.0704
H: -4.5681 -2.9790 1.9557
H: -3.2563 -4.9326 1.1777
H: -1.4775 -4.6297 -0.4835
H: -1.4979 -4.1262 -3.2139
H: -0.4437 -3.2205 -4.3153
H: -2.0399 -2.5691 -3.8636
H: 0.4389 -4.6067 -1.6019
H: 1.2166 -3.4731 -0.4580
H: 1.7803 -3.5585 -2.1290
C: -1.5906 2.8476 4.4016
N: -1.2162 2.4332 3.0658
C: -1.3039 3.4884 2.0675
P: -0.2739 1.0935 2.7589
O: -0.6119 0.4889 1.4480
N: 1.2975 1.5542 2.9854
C: 1.7347 2.9337 3.0709
C: 2.3208 0.6465 2.4844
N: -0.5557 0.0101 3.9800
C: 0.1210 -0.0018 5.2587
C: -1.5877 -0.9982 3.8316
H: -2.5916 3.2874 4.3775
H: -0.9077 3.6000 4.8192
H: -1.6132 1.9919 5.0718
H: -2.3320 3.8590 2.0219
H: -1.0214 3.1056 1.0886
H: -0.6475 4.3344 2.2991
H: 0.9816 3.5499 3.5558
H: 1.9508 3.3536 2.0819
H: 2.6435 2.9799 3.6772
H: 1.9389 -0.3721 2.4858
H: 3.2017 0.6971 3.1310
H: 2.6021 0.8913 1.4580
H: 0.8716 0.7840 5.2943
H: 0.6205 -0.9634 5.4184
H: -0.5866 0.1473 6.0836
H: -1.9445 -1.0112 2.8055
H: -2.4303 -0.8123 4.5094
H: -1.1790 -1.9878 4.0610
N: -1.0851 0.9702 -5.7190
C: -1.1473 2.2480 -5.2105
C: -0.7180 2.1529 -3.9260
N: -0.3982 0.8415 -3.6436
C: -0.6218 0.1627 -4.7403
H: -1.3160 0.6872 -6.6544
H: -1.4690 3.0866 -5.8003
H: -0.5747 2.9218 -3.1847
H: -0.4555 -0.8926 -4.8744

Forces on atoms 1 to 2 (eV/Å):
Ti 0.123 -0.009 -0.421
N 0.020 0.060 0.066

Computed properties:
lowest unoccupied orbital energy	0.35	eV
HOMO-LUMO gap	6.7	eV
relative energy (zero: lowest compared OMol25 entry of this formula, charge and spin)	5.72	kcal/mol

---

C2H8NO2 | ωB97M-V/def2-TZVPD

Element x y z (Å)
C: 0.2188 1.3318 0.2477
O: 0.9088 0.3838 0.9811
C: -1.1631 0.8850 -0.2465
N: -1.1491 -0.3043 -1.1081
H: 0.0643 2.2453 0.8529
H: 0.7861 1.6238 -0.6744
H: -1.8250 0.6859 0.6045
H: -1.5908 1.7259 -0.8168
H: -0.7314 -0.0441 -1.9964
H: -0.5402 -1.0063 -0.6942
H: 0.9026 -2.4303 0.9082
H: 1.0964 -0.8896 0.4585
O: 1.1788 -1.9505 0.1178

Forces on atoms 1 to 2 (eV/Å):
C 0.483 -0.805 0.237
O -0.342 0.171 -0.261

Computed properties:
net charge	-1
lowest unoccupied orbital energy	4.63	eV
HOMO-LUMO gap	8.0	eV
relative energy (zero: lowest compared OMol25 entry of this formula, charge and spin)	0.00	kcal/mol

---

C28H37Ge2N4O3PSSeW | ωB97M-V/def2-TZVPD

Element x y z (Å)
W: 0.6311 0.0842 -0.0061
N: 3.5520 -1.8900 6.5414
C: 3.4210 -1.3671 5.3225
C: 4.0625 -1.9571 4.2047
C: 3.9067 -1.4393 2.9412
C: 3.1009 -0.3139 2.7725
C: 2.4754 0.3090 3.8540
C: 2.6389 -0.2047 5.1135
S: 2.8744 0.4515 1.2064
O: 3.8609 1.3947 0.8295
O: 1.5084 1.1657 1.1765
N: 2.5958 -0.4685 -0.1003
C: 2.1605 -1.7395 -0.2690
N: 1.0781 -1.7789 -1.1165
C: 0.5215 -3.0090 -1.2771
C: 1.0127 -4.1265 -0.6415
C: 2.1501 -3.9632 0.1570
N: 2.7131 -2.7817 0.3235
H: 4.1043 -2.7196 6.6983
H: 3.0704 -1.5000 7.3377
H: 4.6870 -2.8243 4.3598
H: 4.3811 -1.9123 2.0951
H: 1.8528 1.1755 3.6778
H: 2.1695 0.2818 5.9540
H: -0.3550 -3.0371 -1.9267
H: 0.5228 -5.0818 -0.7403
H: 2.6146 -4.7696 0.7091
C: 1.7479 3.4371 -2.7637
P: 2.1374 1.6667 -2.6107
C: 3.8816 1.4190 -2.2102
C: 1.7684 0.7624 -4.1358
O: 1.2137 1.0680 -1.4827
H: 1.1586 3.6232 -3.6597
H: 2.6672 4.0117 -2.8419
H: 1.2005 3.8121 -1.9016
H: 4.4827 1.9645 -2.9348
H: 4.1384 0.3624 -2.2780
H: 4.1370 1.7697 -1.2086
H: 2.3852 1.1623 -4.9386
H: 0.7216 0.8643 -4.4187
H: 2.0093 -0.2957 -4.0202
C: -4.2099 -2.9909 -1.1834
Ge: -3.9390 -1.3439 -0.0951
C: -3.8693 -1.9872 1.7767
C: -5.1414 0.2223 -0.3726
Ge: -1.5974 -0.4617 -0.5025
C: -2.0043 0.4387 -2.2937
C: -1.4322 1.5805 -2.8633
C: -2.0169 2.2461 -3.9291
C: -3.1923 1.7733 -4.4894
C: -3.7216 0.5815 -4.0214
C: -3.1188 -0.0822 -2.9686
C: -1.4052 1.1739 0.6656
C: -0.7418 2.3634 0.2889
C: -0.4903 3.3559 1.2363
C: -0.8770 3.1848 2.5582
C: -1.5727 2.0421 2.9320
C: -1.8191 1.0449 2.0036
H: -5.1324 -3.4458 -0.8223
H: -3.4003 -3.6833 -0.9598
H: -4.3067 -2.8720 -2.2571
H: -4.3729 -2.9509 1.8226
H: -4.3886 -1.3183 2.4580
H: -2.8418 -2.1451 2.1135
H: -6.1501 -0.1702 -0.4849
H: -4.8853 0.7973 -1.2551
H: -5.1230 0.8573 0.5098
H: -0.4985 1.9829 -2.5000
H: -1.5582 3.1462 -4.3124
H: -3.6781 2.3152 -5.2839
H: -4.6234 0.1765 -4.4525
H: -3.5513 -1.0055 -2.6187
H: -0.6017 2.6027 -0.7625
H: -0.0102 4.2776 0.9427
H: -0.6632 3.9548 3.2831
H: -1.9329 1.9277 3.9431
H: -2.3585 0.1497 2.3066
Se: 0.2626 -1.3444 1.7951

Forces on atoms 1 to 2 (eV/Å):
W -2.256 -2.604 -1.560
N -0.019 -0.108 0.074

Computed properties:
net charge	+3
lowest unoccupied orbital energy (alpha / beta)	-10.25 / -11.45	eV
HOMO-LUMO gap (alpha / beta)	5.7 / 4.4	eV
multiplicity	2
relative energy (zero: lowest compared OMol25 entry of this formula, charge and spin)	119.98	kcal/mol

---

C8H18NOS | ωB97M-V/def2-TZVPD

Element x y z (Å)
C: -4.4989 0.9466 1.1943
C: -4.7067 -1.1184 -0.6425
C: 0.0419 0.2299 0.3002
C: -1.2453 -0.1766 -0.3926
C: 1.8955 -1.0266 1.4979
C: 2.4099 1.5810 -0.2365
C: 3.6751 -0.4280 -1.0162
C: 1.2848 -0.6189 0.1806
N: 2.2030 0.1727 -0.6902
O: -0.4801 0.8905 -0.9249
S: -3.9196 0.1899 -0.1172
H: -5.1242 1.8123 1.1271
H: -4.0980 0.6684 2.1072
H: -4.4322 -1.6733 -1.5300
H: -5.1481 -1.5577 0.1573
H: -0.0861 0.7864 1.1967
H: -1.3736 -1.2071 -0.9558
H: 1.2793 -1.7893 1.9929
H: 1.9185 -0.3052 2.2959
H: 2.8873 -1.4084 1.3356
H: 1.4308 1.8263 0.0814
H: 3.2272 1.5876 0.4471
H: 2.6381 2.2856 -1.0190
H: 3.8313 -1.2834 -0.4278
H: 3.6163 -0.5303 -2.0672
H: 4.3355 0.3422 -0.7609
H: 0.9145 -1.5655 -0.4287
H: 1.7811 0.2292 -1.5901
H: -4.2572 1.1401 -1.1146

Forces on atoms 1 to 2 (eV/Å):
C -0.045 0.131 -0.413
C 0.276 -0.729 -2.339

Computed properties:
net charge	+1
lowest unoccupied orbital energy (alpha / beta)	-3.15 / -3.28	eV
HOMO-LUMO gap (alpha / beta)	6.8 / 6.8	eV
relative energy (zero: lowest compared OMol25 entry of this formula, charge and spin)	220.69	kcal/mol